# 1
Below is an isolated molecule of C5H10NP at a distorted geometry, with properties calculated with wB97M-V/def2-TZVPD.

The geometry in XYZ format:
```
17
Properties=species:S:1:pos:R:3:forces:R:3
C -0.3068 0.4690 -0.0760 -0.998 -0.539 -0.670
C 0.1180 0.4654 1.1975 -0.482 0.024 -2.320
C -0.6302 -0.0331 2.3755 -2.956 1.635 -0.602
C 1.4505 1.0685 1.4529 0.873 0.605 -1.777
C -0.1014 -1.5282 -2.9095 -1.538 -0.620 -1.798
N -0.9150 0.5337 -1.2493 2.583 -1.713 2.687
P -1.1530 0.0514 -2.9006 0.463 -1.618 -0.404
H 0.0057 -0.4702 3.0735 1.026 -0.527 1.427
H -1.3435 0.7715 2.8400 1.720 -1.132 -0.591
H -1.3288 -0.7613 2.0318 -0.542 -0.835 -0.072
H 1.5475 1.4790 2.4337 -0.111 0.665 0.545
H 1.5435 1.7885 0.6182 0.464 0.323 0.927
H 2.3245 0.4320 1.3039 -0.287 -0.570 0.124
H 0.6089 -1.4741 -3.7565 0.536 0.337 1.159
H 0.1851 -1.6359 -1.8835 1.171 -0.181 0.283
H -0.5968 -2.5052 -3.1992 -0.266 1.165 0.594
H -1.4083 1.3488 -1.3522 -1.654 2.980 0.487
```
Forces are in eV/Å.

Results
LUMO level (spin up / spin down) (eV): 0.70 / 0.70
HOMO (spin up / spin down) (eV): -6.43 / -6.43
Total charge: 0

***

# 2
Below is the ion C4H8Cl2N with charge +1 at a distorted geometry, with properties calculated with wB97M-V/def2-TZVPD.

The geometry in XYZ format:
```
15
Properties=species:S:1:pos:R:3:forces:R:3
C 1.6010 0.6565 -0.5800 1.161 -0.189 -2.483
C 0.4675 0.2916 0.3147 0.643 -0.976 -3.017
C 1.2656 -0.7914 -0.4039 0.185 -0.170 0.013
C -1.7498 -0.0723 0.8438 -0.109 -2.687 0.288
N -0.9029 0.4119 -0.2593 0.681 0.040 3.264
Cl 2.4007 -1.8631 0.3509 -0.238 0.259 0.365
Cl 0.4526 -1.5956 -1.7659 0.082 0.034 0.222
H 1.3373 0.9675 -1.6460 0.488 0.063 1.682
H 2.6500 0.9014 -0.2512 -1.602 0.214 0.025
H 0.4558 0.5113 1.3219 0.274 0.041 1.978
H -1.4979 -1.1180 1.1813 0.021 0.926 -1.038
H -1.6140 0.4742 1.7037 0.757 1.739 1.738
H -2.7782 -0.0265 0.6957 -1.750 0.037 -1.102
H -1.0420 1.3735 -0.4250 -0.682 1.545 -0.524
H -1.0457 -0.1211 -1.0807 0.089 -0.875 -1.413
```
Forces are in eV/Å.

Results
LUMO level (eV): -3.28
HOMO (eV): -14.58
Total charge: +1
SMILES: C[NH2+][C@@H]1CC1(Cl)Cl

***

# 3
Below is a structure of composition C22H35NO3P2SZn at a distorted geometry, with properties calculated with wB97M-V/def2-TZVPD.

The geometry in XYZ format:
```
65
Properties=species:S:1:pos:R:3:forces:R:3
P 0.5437 -3.2822 0.1987 -0.699 3.227 -1.063
P -0.1359 3.4925 0.7515 -0.295 -1.746 -0.629
C 0.0580 -1.6855 -0.3651 -0.053 -0.955 -0.091
C 0.2518 1.8664 -0.0829 0.429 -0.859 -0.537
H -0.8457 -1.8422 -1.0057 1.341 -0.186 0.201
H 0.9779 -1.2387 -0.8139 -1.037 -0.215 0.071
H 1.1353 1.4156 0.4260 -0.546 0.139 -0.470
H 0.5609 2.2689 -1.0724 0.150 -0.076 0.751
C -1.5345 3.7032 -0.4470 -0.353 0.715 0.181
H -2.2818 4.3310 0.0432 -0.180 0.093 -0.468
H -1.9640 2.7055 -0.6134 -0.026 0.465 0.196
H -1.2056 4.1428 -1.3948 -0.180 0.010 0.022
C 1.2956 4.3635 -0.0601 0.048 0.276 0.550
H 1.0191 5.0523 -0.8677 0.014 -0.035 0.234
H 1.9817 3.5971 -0.4415 -0.055 0.340 0.132
H 1.7766 4.8896 0.7746 0.197 0.173 -0.520
C -0.6131 -4.4346 -0.5281 -0.555 -0.904 0.226
H -0.7567 -5.2924 0.1378 -0.110 -0.001 -0.189
H -0.3043 -4.8062 -1.5137 0.177 0.228 0.308
H -1.5752 -3.9244 -0.6639 0.193 -0.136 0.263
C 2.1776 -3.5725 -0.5064 0.621 -0.460 0.334
H 2.7085 -2.6282 -0.6182 -0.065 0.102 0.262
H 2.1629 -4.0361 -1.4941 -0.301 -0.084 0.140
H 2.7622 -4.2051 0.1607 0.135 -0.091 -0.045
Zn -0.7225 0.2364 -1.1254 1.646 0.042 5.305
C 0.4177 1.1420 -3.1423 -1.777 0.955 -0.157
C -0.9475 0.9849 -2.8799 0.792 2.079 -3.685
C -1.8196 0.3719 -3.9641 -0.279 0.018 0.174
C -1.5457 -1.1208 -4.2447 -0.289 -0.090 -0.040
C -0.6674 -1.7685 -3.2306 1.438 -1.511 -0.407
C 0.6883 -1.6993 -3.1883 -0.776 -1.194 -0.425
C 1.5087 -0.9628 -4.1941 -0.039 0.079 0.107
C 1.1808 0.5615 -4.2837 0.817 0.106 -0.251
C 0.6130 -3.3349 1.9658 0.374 -0.903 0.628
H 0.9901 1.8855 -2.5795 -0.338 -0.599 0.057
H -1.4934 1.7437 -2.2596 0.810 -0.240 -0.489
H -1.6722 0.9334 -4.8949 -0.042 0.062 0.211
H -2.8743 0.5104 -3.6816 0.349 -0.050 -0.101
H -2.5129 -1.6351 -4.1544 0.327 0.041 -0.610
H -1.1162 -1.2531 -5.2534 -0.333 0.011 0.279
H -1.1775 -2.5569 -2.6552 0.447 0.649 0.037
H 1.2968 -2.3126 -2.4979 -0.954 0.440 -0.487
H 1.3097 -1.4352 -5.1672 0.244 0.236 0.089
H 2.5809 -1.0840 -3.9582 -0.538 0.018 -0.192
H 2.1662 1.0703 -4.2597 -0.674 -0.101 -0.384
H 0.6971 0.7710 -5.2610 0.041 0.016 0.630
H 1.2226 -2.4934 2.3124 -0.258 0.195 -0.122
H 1.1070 -4.2505 2.3136 -0.264 -0.013 0.098
H -0.4034 -3.2508 2.3758 0.331 0.087 -0.121
O -2.2536 0.1126 2.2809 0.695 0.306 0.712
C -1.2157 0.3744 2.9058 1.185 -0.739 -0.420
N 0.0624 0.2554 2.4151 -0.524 -0.011 -0.241
S 1.2363 0.8002 3.3723 -1.733 0.066 -0.939
O 2.1710 -0.2475 3.6975 0.377 -0.356 0.124
O 1.8126 2.0452 2.9019 0.120 -0.291 0.086
C 0.1534 1.1296 4.7120 0.999 0.371 0.860
C 0.5771 1.6732 5.9203 -0.789 -0.235 -0.092
C -0.4091 1.8905 6.8825 -0.112 -0.032 -0.294
C -1.7512 1.5600 6.6093 0.314 -0.166 -0.288
C -2.1189 1.0147 5.3661 0.274 -0.297 -0.190
C -1.1381 0.7921 4.3746 -0.648 0.936 1.009
H 1.6311 1.9056 6.0669 -0.299 -0.003 0.087
H -0.1310 2.3280 7.8352 -0.138 -0.059 -0.005
H -2.5030 1.7294 7.3889 0.249 -0.112 -0.411
H -3.1446 0.7032 5.1753 0.125 0.269 0.001
```
Forces are in eV/Å.

Results
LUMO level (spin up / spin down) (eV): -1.40 / -1.40
HOMO (spin up / spin down) (eV): -7.11 / -7.11
Total charge: 0

***

# 4
Below is a cluster of 2 separate species, C5H13N4O in total at a distorted geometry, with properties calculated with wB97M-V/def2-TZVPD.

The geometry in XYZ format:
```
23
Properties=species:S:1:pos:R:3:forces:R:3
C -0.8678 -1.0251 -0.0907 -0.146 0.079 -0.270
C -0.1986 0.0771 0.5176 1.829 -0.260 -0.064
C -2.1989 0.8194 -0.4154 -0.166 0.503 -0.273
C 2.6383 -0.0142 0.8382 0.095 -0.061 -0.089
C 1.7052 0.0704 -0.3247 -1.610 0.260 0.243
N -0.9243 1.2421 0.1305 0.052 -0.232 -0.091
N -1.9107 -0.5620 -0.7898 0.405 -0.167 0.114
N -0.4895 -2.2987 -0.0904 -0.079 0.044 -0.011
N 1.7789 1.2080 -1.0573 0.084 0.289 -0.138
O -3.2729 0.9072 0.4484 -0.464 0.168 0.187
H 0.1433 -0.0048 1.5394 -0.127 -0.149 0.150
H -2.4879 1.4141 -1.2894 0.048 -0.209 0.178
H 2.5574 0.8612 1.4766 -0.028 0.084 0.119
H 3.6550 -0.0500 0.4456 0.068 -0.023 0.052
H 2.4769 -0.9103 1.4290 -0.056 -0.059 0.111
H 1.6263 -0.8256 -0.9307 -0.012 -0.045 -0.052
H -1.0141 1.9642 0.8315 -0.057 -0.037 -0.062
H -2.5931 -1.1291 -1.2661 -0.004 -0.019 -0.049
H 0.3466 -2.5813 0.3911 -0.044 -0.017 0.045
H -0.9818 -2.9927 -0.6292 0.031 -0.008 0.084
H 1.2263 1.2839 -1.8975 0.047 0.010 0.083
H 1.8932 2.0821 -0.5597 0.013 -0.143 -0.139
H -3.1079 0.4643 1.2928 0.120 -0.008 -0.129
```
Forces are in eV/Å.

Results
LUMO level (eV): -3.10
HOMO (eV): -11.83
Total charge: +1

***

# 5
Below is a structure of composition C27H35KN6O8, with properties calculated with wB97M-V/def2-TZVPD.

The geometry in XYZ format:
```
77
Properties=species:S:1:pos:R:3:forces:R:3
K 0.0907 -0.1740 -0.0125 -0.189 -0.386 -0.712
O 1.2028 3.9416 -0.8037 -0.041 -0.001 0.003
C 0.6287 3.1238 -0.0448 0.065 0.139 -0.036
O 1.1638 2.1298 0.4999 -0.065 -0.109 0.130
C -0.8913 3.3755 0.1357 0.053 0.012 0.027
C -1.5613 3.0356 -1.2014 -0.040 -0.012 -0.047
C -3.0224 3.5245 -1.2536 0.004 0.008 -0.026
C -3.7472 2.4360 -0.4205 0.039 0.067 0.018
C -2.5423 1.6374 0.0848 -0.146 -0.161 0.106
O -1.7216 1.6108 -1.0961 0.112 0.076 -0.019
C -1.7500 2.4916 1.0909 0.008 0.081 0.096
C -1.0548 1.7395 2.2622 0.019 -0.033 0.103
O -0.6605 2.4565 3.1918 0.015 0.018 -0.021
O -1.0365 0.4719 2.2043 0.066 0.007 0.026
H -0.9975 4.4366 0.3639 0.007 0.000 0.009
H -0.9551 3.2860 -2.0662 -0.005 -0.014 -0.022
H -3.3819 3.5451 -2.2838 -0.003 0.009 0.000
H -3.1251 4.5262 -0.8320 0.003 -0.002 0.000
H -4.3795 1.8088 -1.0503 0.003 0.001 -0.010
H -4.3497 2.8424 0.3934 -0.002 -0.004 -0.005
H -2.7447 0.6215 0.4168 0.013 0.015 0.003
H -2.4464 3.1581 1.6079 0.000 0.003 -0.005
O -2.9752 -2.2519 -3.9376 -0.045 0.069 0.055
C -2.0280 -1.7612 -3.3146 0.224 -0.115 -0.139
N -1.4116 -2.2109 -2.2183 -0.090 -0.023 0.134
C -1.4602 -3.4949 -1.8474 0.000 -0.022 -0.027
O -1.5163 -4.5154 -2.5376 -0.006 0.028 0.003
C -1.3619 -3.7014 -0.3322 0.008 0.014 -0.047
C -1.4574 -4.9931 0.1804 -0.002 0.006 0.036
C -1.4154 -5.1712 1.5520 0.000 0.001 -0.060
C -1.2843 -4.0591 2.3712 0.000 0.039 0.104
C -1.1914 -2.8078 1.7785 -0.052 -0.088 -0.118
N -1.2247 -2.6388 0.4557 0.037 0.112 0.209
C -1.5162 -0.4020 -3.7895 -0.069 0.064 0.104
C -2.3401 0.3573 -4.6175 0.017 0.004 -0.012
C -1.9118 1.6053 -5.0292 -0.001 0.000 -0.013
C -0.6626 2.0492 -4.6212 -0.004 0.014 0.007
C 0.0909 1.2154 -3.8090 0.016 -0.024 -0.005
N -0.3188 0.0226 -3.3905 -0.025 0.006 -0.009
H -1.5643 -5.8106 -0.5181 0.002 -0.002 -0.003
H -1.4869 -6.1653 1.9795 0.001 0.003 0.008
H -1.2470 -4.1512 3.4497 -0.004 -0.005 -0.006
H -1.0967 -1.8957 2.3644 0.000 -0.006 0.025
H -3.2961 -0.0583 -4.9027 -0.002 -0.007 -0.005
H -2.5417 2.2286 -5.6547 -0.002 -0.004 -0.001
H -0.2832 3.0237 -4.9020 0.003 -0.002 0.002
H 1.0691 1.5344 -3.4618 -0.014 0.012 -0.025
C 3.9027 -3.3373 1.7840 -0.006 0.003 -0.006
C 3.3505 -2.2058 2.6460 0.015 0.023 -0.018
C 2.1962 -2.7304 3.5064 -0.002 0.002 0.008
C 4.4510 -1.6460 3.5436 0.003 -0.005 0.003
N 2.9328 -1.1497 1.7197 0.056 -0.123 -0.062
N 2.2651 -0.0816 2.3704 -0.079 0.086 0.108
H 4.2713 -4.1532 2.4101 -0.001 0.004 0.003
H 4.7218 -2.9725 1.1613 0.000 0.001 -0.002
H 3.1269 -3.7386 1.1267 0.003 0.002 -0.002
H 2.5422 -3.5195 4.1805 0.001 -0.001 0.002
H 1.4061 -3.1442 2.8762 -0.004 0.000 -0.004
H 1.7720 -1.9261 4.1093 -0.001 0.003 -0.005
H 4.7809 -2.3984 4.2656 0.002 0.002 0.001
H 4.0776 -0.7740 4.0796 -0.004 0.004 -0.002
H 5.3059 -1.3390 2.9371 0.001 0.003 0.002
H 2.3918 -1.5608 0.9584 0.039 0.053 0.061
H 2.3182 0.7575 1.8013 -0.011 0.007 0.004
H 1.2768 -0.2583 2.5466 -0.045 0.084 0.021
C 4.2114 2.5019 -0.6035 -0.001 -0.003 0.017
N 4.0501 1.0839 -0.8477 -0.008 -0.013 -0.053
C 5.0883 0.1908 -0.3953 0.016 0.017 0.053
C 2.8721 0.6034 -1.2993 -0.040 0.032 0.014
O 2.5752 -0.5804 -1.3939 0.140 0.040 0.059
H 4.4204 2.6725 0.4569 -0.004 0.001 -0.003
H 3.2844 3.0300 -0.8377 0.013 0.006 -0.005
H 5.0440 2.9033 -1.1927 0.003 -0.004 -0.006
H 5.2551 0.3163 0.6777 -0.003 -0.029 -0.006
H 6.0254 0.3895 -0.9278 -0.018 0.023 -0.019
H 4.7674 -0.8313 -0.5744 0.005 -0.012 -0.004
H 2.1807 1.4103 -1.5728 0.023 0.003 0.005
```
Forces are in eV/Å.

Results
LUMO level (eV): 4.27
HOMO (eV): -2.87
Total charge: -2

***

# 6
Below is an isolated molecule of C5H12N2 at a distorted geometry, with properties calculated with wB97M-V/def2-TZVPD.

The geometry in XYZ format:
```
19
Properties=species:S:1:pos:R:3:forces:R:3
C 1.7361 -0.2918 0.6856 -1.632 0.822 -0.172
C -2.9501 -0.9404 -0.3108 0.241 -0.381 0.352
C 0.2995 1.8339 0.1247 -0.291 -0.327 -0.083
C 2.4097 -0.8021 -0.5707 0.265 -0.197 -0.250
N -1.8911 0.0408 -0.1190 0.029 0.486 -0.083
C 0.3273 0.3418 0.3264 1.000 -1.572 0.656
N -0.6313 -0.5107 0.2501 -0.180 1.047 -0.298
H -2.1952 0.7206 0.5803 0.227 -0.177 -0.258
H 1.5838 -1.1016 1.4048 -0.031 0.134 -0.125
H 2.3353 0.4863 1.1670 0.037 -0.080 -0.022
H -3.2049 -1.4310 0.6349 -0.114 -0.213 -0.080
H -2.6467 -1.7076 -1.0307 0.068 0.228 0.146
H -3.8505 -0.4543 -0.7008 0.268 0.093 0.064
H 1.1286 2.1250 -0.5260 0.011 0.009 0.150
H -0.6309 2.1788 -0.3275 0.065 -0.078 0.035
H 0.4289 2.3206 1.0957 0.045 0.075 -0.102
H 1.8354 -1.6204 -1.0174 0.047 0.149 0.102
H 2.5025 -0.0117 -1.3225 0.032 -0.066 0.063
H 3.4136 -1.1761 -0.3441 -0.089 0.047 -0.095
```
Forces are in eV/Å.

Results
LUMO level (eV): 1.09
HOMO (eV): -8.21
Total charge: 0
SMILES: CC/C(C)=N/NC

***

ΔE to the lowest compared entry with this formula, charge and spin values, unit kcal per mole, following the record order: 73.1, 10.7, 56.9, 6.1, 13.4, 35.7.